Entry 1:
A single C4H11NO molecule at a distorted geometry. Source: OMol25; level of theory: ωB97M-V/def2-TZVPD.

Output
Energy above the lowest of the compared OMol25 structures with the same formula, charge and spin = 38.25 kcal per mole
DFT total energy = -7862.895 eV
Lowest unoccupied orbital energy = 1.05 eV
SMILES string = C[C@H](N)[C@@H](C)O
Molar mass = 89.14 g mol⁻¹

Atoms and positions in Å:
C1 0.9303 1.0867 -1.2754
C2 0.5968 0.0677 -0.2843
N1 0.5224 -1.3531 -0.7746
C3 -0.8171 0.1941 0.3609
C4 -1.0464 -0.8907 1.4489
O1 -0.9122 1.5241 0.9378
H1 0.5882 2.0861 -0.9184
H2 2.1047 1.1123 -1.2771
H3 0.3899 0.7893 -2.2781
H4 1.2767 0.1160 0.5785
H5 -0.3083 -1.4291 -1.5091
H6 1.3597 -1.5819 -1.3027
H7 -1.4410 0.2324 -0.5325
H8 -1.9519 -0.7138 1.9876
H9 -0.2553 -0.7867 2.1925
H10 -0.9031 -1.9122 1.0335
H11 -0.1335 1.4588 1.6123

=====

Entry 2:
A 2-piece molecular cluster, C4H11NO overall at a distorted geometry. Source: OMol25; level of theory: ωB97M-V/def2-TZVPD.

Output
Energy above the lowest of the compared OMol25 structures with the same formula, charge and spin = 33.02 kcal per mole
DFT total energy = -7863.121 eV
Lowest unoccupied orbital energy = 0.61 eV
SMILES string = C1CCNC1.O
Molar mass = 89.14 g mol⁻¹

Atoms and positions in Å:
C1 -2.0048 0.2346 -0.1387
C2 -1.4930 0.8665 1.0795
C3 -0.0475 0.4483 0.9627
N1 0.3152 0.5831 -0.4380
C4 -0.8932 0.2140 -1.1339
H1 -2.8642 0.7912 -0.5594
H2 -2.3418 -0.7995 0.0674
H3 -1.9859 0.3781 1.9420
H4 -1.6651 1.9566 1.1664
H5 0.0168 -0.5885 1.3451
H6 0.6152 1.0788 1.5861
H7 0.9936 -0.1722 -0.5999
H8 -0.9534 0.7915 -2.0764
H9 -0.7560 -0.8517 -1.4003
O1 4.5783 -1.8911 -0.3780
H10 4.2246 -2.0497 -1.2824
H11 4.2614 -0.9898 -0.1422

=====

Entry 3:
A 2-piece molecular cluster, C4H11NO overall at a distorted geometry. Source: OMol25; level of theory: ωB97M-V/def2-TZVPD.

Output
Energy above the lowest of the compared OMol25 structures with the same formula, charge and spin = 43.60 kcal per mole
DFT total energy = -7862.663 eV
Lowest unoccupied orbital energy = 0.96 eV
SMILES string = CC=O.CNC
Molar mass = 89.14 g mol⁻¹

Atoms and positions in Å:
C1 -4.2363 3.2322 -0.2249
C2 -4.2396 3.1384 1.2696
O1 -3.9115 3.9966 2.0393
H1 -3.8324 2.3239 -0.6696
H2 -3.4931 3.9600 -0.5623
H3 -5.2542 3.3566 -0.5779
H4 -4.7563 2.2162 1.6279
C3 3.3166 -3.1599 -1.0060
N1 2.9282 -1.7705 -0.8400
C4 2.8492 -1.3616 0.5271
H5 4.3618 -3.3156 -0.7587
H6 2.7043 -3.8172 -0.3634
H7 3.0437 -3.4374 -2.0210
H8 2.0993 -1.5481 -1.3685
H9 2.0455 -1.7930 1.1685
H10 2.6948 -0.2830 0.6293
H11 3.6801 -1.7376 1.1306

=====

Entry 4:
A 2-piece molecular cluster, C4H11NO2 overall at a distorted geometry. Source: OMol25; level of theory: ωB97M-V/def2-TZVPD.

Output
Energy above the lowest of the compared OMol25 structures with the same formula, charge and spin = 5.40 kcal per mole
DFT total energy = -9911.204 eV
Lowest unoccupied orbital energy (spin up / spin down) = 3.80 / 3.64 eV
Charge = -1
Multiplicity = 2
Molar mass = 105.14 g mol⁻¹

Atoms and positions in Å:
N1 -1.0036 0.5307 0.9679
C1 -1.1753 -0.2758 -0.0996
C2 0.0109 -0.7041 -0.9555
C3 0.9086 0.4917 -1.3497
C4 0.6622 -1.9019 -0.2855
O1 -2.2789 -0.7907 -0.2869
H1 -0.1880 1.1091 1.1450
H2 -1.8008 0.7077 1.5581
H3 -0.4621 -1.0575 -1.8692
H4 0.4403 0.8502 -2.2684
H5 0.8430 1.3136 -0.6415
H6 1.9533 0.1973 -1.4239
H7 1.2853 -2.4278 -1.0295
H8 -0.0032 -2.6506 0.1344
H9 1.4710 -1.6449 0.3980
H10 1.5986 2.8480 1.3626
H11 2.7044 1.9082 1.8336
O2 1.7716 1.8998 1.5325

=====

Entry 5:
A 2-piece molecular cluster, C4H11NO2 overall. Source: OMol25; level of theory: ωB97M-V/def2-TZVPD.

Output
Energy above the lowest of the compared OMol25 structures with the same formula, charge and spin = 2.21 kcal per mole
DFT total energy = -9911.343 eV
Lowest unoccupied orbital energy (spin up / spin down) = 3.79 / 3.65 eV
Charge = -1
Multiplicity = 2
Molar mass = 105.14 g mol⁻¹

Atoms and positions in Å:
N1 -0.3717 0.5752 -1.6156
C1 -1.3976 0.3466 -0.7677
C2 -1.0430 -0.1148 0.6410
C3 -0.3664 -1.5041 0.5651
C4 -0.1776 0.9056 1.3846
O1 -2.5747 0.4870 -1.1021
H1 0.5237 0.1047 -1.5197
H2 -0.6738 0.7779 -2.5553
H3 -1.9882 -0.1719 1.1520
H4 -0.8919 -2.2115 1.2113
H5 -0.4898 -1.9245 -0.4382
H6 0.7034 -1.5369 0.7703
H7 0.4251 0.4183 2.1527
H8 -0.7415 1.6843 1.8857
H9 0.5404 1.4093 0.7346
H10 2.5999 0.6555 -0.1980
H11 3.4206 0.0262 -1.3178
O2 2.5033 0.0731 -0.9829

=====

Entry 6:
A 2-piece molecular cluster, C4H11NO2 overall at a distorted geometry. Source: OMol25; level of theory: ωB97M-V/def2-TZVPD.

Output
Energy above the lowest of the compared OMol25 structures with the same formula, charge and spin = 40.90 kcal per mole
DFT total energy = -9910.468 eV
Lowest unoccupied orbital energy = 0.81 eV
SMILES string = CC(=O)N(C)C.O
Molar mass = 105.14 g mol⁻¹

Atoms and positions in Å:
C1 0.7643 -0.1636 1.9150
C2 0.6490 0.4061 0.4423
O1 1.6663 0.8638 -0.0887
N1 -0.6045 0.3399 -0.1795
C3 -0.7260 1.2113 -1.3972
C4 -1.7566 -0.2694 0.5057
H1 1.4529 0.3170 2.5095
H2 -0.1796 -0.0232 2.4036
H3 1.2801 -1.1033 1.8841
H4 -0.2507 0.6546 -2.2136
H5 -0.1051 2.0656 -1.1837
H6 -1.7475 1.2170 -1.5069
H7 -2.2560 0.5624 0.9691
H8 -2.5204 -0.7804 -0.0439
H9 -1.4263 -0.9273 1.2451
O2 1.4865 -1.4111 -1.8222
H10 1.9978 -2.1309 -1.3990
H11 2.2758 -0.8287 -2.0396